ORCA calculation (the ωB97M-V functional and the def2-TZVPD basis) on a cluster of 2 separate species, C4H6OS in total in a non-equilibrium geometry.

2S+1 = 1
Charge = 0
HOMO-LUMO gap (alpha / beta) = 8.32 / 8.28 eV
ΔE to the lowest compared entry with this formula, charge and spin = 635.1 kJ/mol
HOMO level (alpha / beta) = -7.9 / -7.7 eV
Max |F| = 0.0503 Eh/bohr

Geometry (Å):
C (-2.381, -0.809, -0.110)
C (-2.265, -1.999, -0.105)
C (1.826, 2.265, -0.076)
C (0.925, 0.096, -0.566)
O (1.055, 1.407, -0.724)
S (1.811, -1.130, 0.430)
H (-2.325, 0.293, 0.022)
H (-2.163, -2.993, 0.033)
H (1.664, 3.245, -0.352)
H (2.316, 2.083, 0.811)
H (0.449, -0.427, -1.409)
H (1.165, -0.850, 1.575)